Entry from OMol25: an isolated molecule of C20H8Br4N2O2 at a distorted geometry (the ωB97M-V functional and the def2-TZVPD basis).

The value obtained for the lowest unoccupied orbital energy is -0.07186 Eh. The value obtained for the energy above the lowest of the compared OMol25 structures with the same formula, charge and spin is 0.00 kcal per mole. The HOMO energy comes out at -8.096 eV.

Element x y z (Å)
Br -3.049 -1.844 6.676
Br 1.216 -3.703 -0.981
Br -3.763 2.596 3.075
Br 3.678 -0.870 -5.683
N -0.017 -1.399 0.321
N -0.347 1.243 -0.554
O -0.100 -3.011 2.622
O 0.820 3.228 -2.160
C 2.882 1.718 -4.669
C -1.495 -2.259 4.277
C 2.229 2.535 -3.766
C -2.369 -1.368 4.934
C -1.931 1.615 1.142
C 1.157 -1.866 -1.657
C -2.684 -0.156 4.289
C 1.808 -1.460 -2.935
C -2.515 1.345 2.380
C 2.821 0.339 -4.369
C -0.975 -2.002 3.033
C 1.433 2.213 -2.750
C -1.008 0.747 0.522
C 0.562 -0.936 -0.827
C -2.195 0.110 2.990
C 1.997 -0.072 -3.225
C -0.727 -0.529 1.039
C 0.556 0.429 -1.266
C -1.303 -0.823 2.359
C 1.367 0.868 -2.338
H 0.324 -2.898 1.706
H 0.171 2.849 -1.470
H 3.500 2.152 -5.370
H -1.279 -3.207 4.764
H 2.310 3.586 -4.009
H -2.060 2.503 0.598
H -3.279 0.554 4.852
H 2.263 -2.226 -3.548

Cartesian forces (eV/Å) of the 6 atoms listed first:
0.32 0.42 -0.97
0.10 1.05 -0.98
0.40 -0.41 -0.05
-0.78 0.67 1.37
0.08 1.37 0.09
1.26 -0.92 -0.93